Record 1
{
  "formula": "C30H44BrClIN4O4Sb2Sc",
  "method": "ωB97M-V with the def2-TZVPD basis set",
  "elements": ["Sc", "O", "C", "C", "C", "N", "C", "Br", "C", "H", "H", "H", "H", "C", "Sb", "C", "C", "C", "C", "C", "C", "C", "C", "C", "Sb", "C", "C", "H", "H", "H", "H", "H", "H", "H", "H", "H", "H", "H", "H", "H", "H", "H", "H", "H", "H", "H", "H", "C", "N", "C", "C", "C", "O", "H", "H", "H", "H", "H", "H", "H", "H", "H", "Cl", "C", "C", "C", "C", "N", "C", "H", "H", "H", "H", "N", "C", "O", "C", "I", "H", "H", "H", "H", "C", "C", "O", "H", "H", "H"],
  "xyz": [[-0.58746, 0.15111, 1.53161], [-6.24323, -3.08793, 0.75560], [-5.08246, -2.44087, 0.83249], [-3.95446, -2.76292, 0.07523], [-2.82062, -2.00779, 0.25728], [-2.70577, -0.97930, 1.11667], [-3.80721, -0.69154, 1.81362], [-3.78124, 0.78291, 2.99876], [-5.00385, -1.37189, 1.72469], [-6.20765, -3.80590, 0.11268], [-3.95780, -3.57721, -0.63613], [-1.92828, -2.23882, -0.31096], [-5.85662, -1.08386, 2.31948], [-2.38922, -0.25401, -2.48091], [-0.41122, -0.12858, -1.68537], [0.04715, 1.79076, -2.46369], [0.47507, -1.40268, -3.19426], [1.51742, -0.79850, -4.10318], [1.04369, -0.09823, -5.21475], [1.89750, 0.47376, -6.13823], [3.26554, 0.33748, -5.97298], [3.75854, -0.37511, -4.89908], [2.91684, -0.95667, -3.94984], [3.54940, -1.69493, -2.81567], [3.55415, -0.45035, -1.06233], [5.21013, -1.37819, -0.08148], [4.67278, 1.14181, -1.93236], [-2.36809, 0.14029, -3.49706], [-3.08989, 0.32861, -1.88430], [-2.73485, -1.28574, -2.52102], [-0.09693, 1.77110, -3.53911], [1.07944, 2.07046, -2.26045], [-0.62606, 2.53425, -2.03768], [-0.39530, -1.65424, -3.80449], [0.79432, -2.32070, -2.70996], [-0.02600, -0.03514, -5.37593], [1.49661, 0.99855, -6.99385], [3.94767, 0.76816, -6.69319], [4.82899, -0.50164, -4.79353], [4.58976, -1.92580, -3.04729], [3.04935, -2.63712, -2.59984], [5.97607, -1.62192, -0.81548], [4.90849, -2.28930, 0.43011], [5.63308, -0.68694, 0.64813], [5.53939, 0.74962, -2.46358], [5.01639, 1.82347, -1.15553], [4.05331, 1.69614, -2.63592], [-4.08522, 2.73512, -0.08383], [-2.86985, 3.53835, -0.00642], [-3.00102, 4.95408, -0.34884], [-1.71246, 3.00153, 0.32856], [-0.48287, 3.86305, 0.30625], [-1.64380, 1.77924, 0.63843], [-4.59479, 2.96866, -1.01752], [-4.74590, 2.96975, 0.75135], [-3.82635, 1.68067, -0.05725], [-4.05811, 5.20319, -0.33521], [-2.60765, 5.15520, -1.34582], [-2.49705, 5.58166, 0.38277], [-0.48250, 4.53828, -0.54798], [0.39363, 3.22594, 0.25086], [-0.42731, 4.46888, 1.21233], [-0.73519, -5.85613, 2.28948], [0.24067, -4.43459, 2.28535], [1.56024, -4.46600, 2.70210], [2.25886, -3.27389, 2.68275], [1.63199, -2.11813, 2.24565], [0.35806, -2.08996, 1.83372], [-0.32114, -3.23966, 1.86500], [2.00948, -5.39255, 3.02988], [3.28838, -3.22917, 3.00468], [2.16684, -1.18155, 2.21654], [-1.35903, -3.22822, 1.58216], [-0.90358, 1.09699, 5.31834], [-0.63758, -0.10617, 4.82976], [-0.83244, -0.36489, 3.62622], [-0.09624, -1.14595, 5.76506], [1.98901, -0.83055, 6.04248], [-1.17502, 1.82863, 4.67950], [-0.71738, 1.32470, 6.28169], [-0.24091, -2.12873, 5.32860], [-0.54623, -1.08736, 6.75282], [1.75865, 2.56112, 3.04333], [0.81171, 1.62361, 2.37449], [1.31101, 0.79173, 1.56389], [2.49451, 2.94898, 2.33503], [2.31313, 1.95153, 3.76816], [1.26657, 3.36795, 3.57871]],
  "forces_ev_per_angstrom": [[-0.8, 0.1, 0.5], [0.1, 0.1, 0.0], [-0.1, 0.0, 0.0], [0.1, 0.2, 0.1], [0.0, -0.1, -0.1], [0.0, 0.1, 0.2], [-0.3, -0.1, 0.0], [0.1, 0.0, 0.0], [0.2, 0.1, -0.1], [0.0, -0.1, 0.0], [0.0, 0.0, 0.0], [0.0, 0.0, 0.0], [0.0, 0.0, 0.0], [-0.1, 0.1, -0.1], [0.3, -0.1, 0.3], [0.0, 0.1, -0.1], [0.1, -0.1, -0.2], [0.3, -0.1, 0.0], [0.1, 0.0, 0.1], [0.0, 0.0, -0.1], [0.0, 0.1, -0.2], [-0.1, 0.0, 0.1], [-0.5, 0.1, -0.1], [0.0, -0.1, -0.1], [-0.3, 0.1, 0.2], [0.1, 0.0, 0.0], [0.1, 0.1, -0.1], [-0.1, 0.0, 0.0], [0.0, 0.0, 0.0], [0.0, 0.0, 0.0], [0.0, 0.0, -0.1], [0.0, 0.0, 0.1], [0.0, -0.1, 0.0], [0.0, -0.1, 0.0], [0.2, 0.0, 0.1], [-0.1, 0.0, 0.0], [0.0, 0.0, 0.0], [0.0, 0.0, 0.0], [0.0, 0.0, 0.0], [0.0, 0.0, 0.0], [-0.1, 0.0, 0.1], [0.0, 0.0, 0.0], [0.0, 0.0, 0.0], [0.0, 0.0, 0.0], [0.0, 0.0, 0.0], [0.0, 0.0, 0.0], [0.0, 0.0, 0.0], [-0.1, 0.0, 0.0], [0.0, 0.0, 0.0], [0.0, 0.1, 0.0], [0.1, -0.1, 0.0], [0.0, 0.0, 0.0], [0.2, -0.2, 0.0], [0.0, 0.0, 0.0], [0.0, 0.0, 0.0], [0.0, 0.1, 0.0], [0.0, 0.0, 0.0], [0.0, 0.0, 0.0], [0.0, 0.0, 0.0], [0.0, 0.0, 0.0], [0.0, 0.0, 0.0], [0.0, 0.0, 0.0], [0.0, 0.0, 0.0], [-0.1, 0.0, 0.0], [-0.1, 0.0, 0.0], [0.0, 0.1, 0.0], [0.1, 0.0, -0.1], [0.0, 0.1, -0.1], [0.1, -0.1, 0.2], [0.0, 0.0, 0.0], [0.0, 0.0, 0.0], [0.1, 0.0, 0.0], [-0.1, 0.0, 0.0], [0.0, 0.1, 0.1], [-0.1, 0.1, -0.3], [0.0, -0.2, 0.1], [-0.2, 0.0, -0.1], [0.1, 0.0, -0.1], [0.0, 0.0, 0.0], [0.0, 0.0, 0.0], [0.0, 0.0, 0.0], [0.0, 0.0, -0.1], [0.0, -0.2, -0.1], [0.0, -0.4, -0.3], [0.7, 0.5, 0.1], [0.0, 0.0, 0.0], [0.0, 0.0, 0.0], [0.0, 0.0, 0.0]],
  "mulliken_charge": [0.230, -0.519, 0.557, -1.168, -1.605, 1.218, -0.181, -0.087, -0.750, 0.330, 0.397, 1.337, 0.563, -1.369, 0.652, -1.173, -1.639, 1.244, -0.724, -0.714, -0.758, -0.669, 0.457, -1.617, 0.494, -1.326, -1.385, 0.568, 0.205, 0.481, 0.577, 0.260, 0.329, 0.643, 0.488, 0.445, 0.423, 0.428, 0.413, 0.664, 0.571, 0.422, 0.359, 0.391, 0.384, 0.450, 0.369, -0.720, 0.329, -1.123, 0.162, -1.325, 0.403, 0.474, 0.325, -0.114, 0.426, 0.327, 0.388, 0.554, 0.083, 0.439, -0.195, -0.149, -0.341, -1.112, -0.712, 1.079, -0.839, 0.504, 0.571, 0.812, 0.717, -0.234, 0.491, -0.244, -1.327, 0.106, 0.158, 0.257, 0.372, 0.630, -1.477, 0.353, 0.224, 0.391, 0.337, 0.339],
  "de_lowest_ev": 0.650,
  "e_homo_ev": -12.017,
  "total_charge": 2
}



Record 2
{
  "formula": "C2H3Cl2NSi",
  "method": "ωB97M-V with the def2-TZVPD basis set",
  "elements": ["C", "C", "N", "Si", "Cl", "Cl", "H", "H", "H"],
  "xyz": [[1.72403, 0.40333, 1.28042], [0.24934, 0.54535, 0.27936], [2.54021, 0.50624, 2.06015], [0.44299, -0.59965, -1.27735], [2.48011, -0.24206, -1.65043], [-0.63762, 0.26104, -2.84025], [0.21201, 1.45939, -0.16156], [-0.64661, 0.35830, 0.80709], [0.00943, -2.07507, -1.19285]],
  "forces_ev_per_angstrom": [[-8.8, -4.8, -12.9], [0.9, -2.0, 1.4], [8.3, 3.3, 10.8], [0.5, 0.4, 0.6], [-0.7, -0.6, -0.2], [0.4, -0.4, 0.7], [-0.1, 3.1, -1.2], [-1.0, -0.2, 0.8], [0.5, 1.2, 0.0]],
  "lowdin_spin": [0.788, 0.294, 0.790, 0.038, 0.042, 0.015, 0.014, 0.016, 0.003],
  "de_lowest_ev": 2.897,
  "multiplicity": 3,
  "e_homo_ev": [-5.734, -11.282],
  "s_squared": 2.01
}



Record 3
{
  "formula": "C3H2N4O2",
  "method": "ωB97M-V with the def2-TZVPD basis set",
  "elements": ["O", "C", "N", "C", "N", "C", "O", "N", "N", "H", "H"],
  "xyz": [[0.81722, 0.94570, 2.00085], [0.18484, 0.96221, 0.98557], [-1.21057, 0.92412, 0.86800], [-1.70826, -0.04232, 0.19154], [-1.01115, -0.98606, -0.53916], [0.35826, -0.97307, -0.89147], [0.95660, -1.98959, -1.13447], [0.93928, 0.34181, -1.12993], [0.84983, 1.25584, -0.31335], [-2.76768, -0.19175, -0.04659], [-1.40354, -1.88795, -0.79729]],
  "forces_ev_per_angstrom": [[-0.4, -0.1, -0.7], [0.4, 0.5, 0.2], [-0.3, -1.0, -0.4], [0.1, 0.1, -1.1], [1.2, -0.2, -0.2], [0.4, -0.5, 0.4], [-0.5, 0.9, 0.0], [-0.2, -0.4, -0.2], [-0.3, -0.2, 0.7], [0.0, 0.6, 0.9], [-0.4, 0.3, 0.3]],
  "mulliken_charge": [-0.461, 0.562, -0.452, 0.201, -0.207, 0.478, -0.506, -0.057, -0.155, 0.344, 0.254],
  "de_lowest_ev": 0.375,
  "smiles": "O=c1nc[nH]c(=O)nn1",
  "e_homo_ev": -9.917
}



no.,calculated total energy (a.u.)
1,-6262.315954
2,-1342.446233
3,-484.972404